Formula: C30H47BeBrN4OP2
Source: OMol25
Level of theory: wB97M-V/def2-TZVPD

Cartesian coordinates (Å):
N -6.590908 5.206557 -5.829335
C -6.332699 5.565407 -4.571361
C -5.512132 4.806582 -3.694418
C -4.974977 3.574541 -4.119912
C -5.335444 3.183647 -5.459436
C -6.083139 4.040216 -6.270099
C -4.030395 2.796035 -3.317666
Be -1.766504 0.188970 0.056998
P 3.373211 -0.064250 -0.914621
C -3.246657 1.876226 -3.953846
C -2.001087 1.312570 -3.550193
C -0.983778 1.111701 -4.538844
C 0.320630 1.455665 -4.198555
C 0.563434 1.866387 -2.887162
C -0.419578 1.944349 -1.905618
C -1.686062 1.437410 -2.206914
Br 2.309545 1.910260 -2.284250
H -3.828680 3.097440 -2.298243
H -3.383850 1.769217 -5.035814
H -5.309291 5.253868 -2.721956
H -5.025616 2.247846 -5.919149
H -6.802053 6.515573 -4.263863
H -6.283181 3.769976 -7.307399
H -1.350224 0.951791 -5.560377
H -2.463076 1.232093 -1.445016
H 1.166244 1.487152 -4.871373
H -0.186423 2.323239 -0.906293
P -0.757000 -1.892548 -1.047931
C 4.557299 1.255202 -0.377231
C 5.914042 1.350198 -1.126047
H 4.770397 1.217447 0.719132
H 4.103469 2.269184 -0.507748
H 6.304217 2.400485 -1.050275
H 6.665612 0.692876 -0.632308
H 5.828203 1.123992 -2.213558
C 3.879231 -0.961065 -2.470425
C 5.129756 -1.867725 -2.568439
H 3.972226 -0.220110 -3.283377
H 2.985833 -1.540189 -2.782378
H 5.309608 -2.233991 -3.600830
H 6.056814 -1.335244 -2.305557
H 5.071070 -2.776668 -1.952731
C 3.068514 -1.242720 0.425887
C 4.343758 -1.639260 1.207791
H 2.564531 -2.144630 0.027725
H 2.282756 -0.759511 1.046150
H 4.180535 -2.451181 1.933614
H 5.145935 -2.015238 0.552085
H 4.760343 -0.804665 1.786998
C -0.403361 -3.318956 0.160502
C -1.479758 -4.353019 0.296471
H -0.166930 -2.833396 1.125228
H 0.547240 -3.761731 -0.190977
H -2.380685 -3.945700 0.732831
H -1.714057 -4.825695 -0.649038
H -1.106906 -5.122278 0.958795
C 0.425456 -2.344341 -2.401773
C -0.068021 -2.252598 -3.843838
H 0.760876 -3.376349 -2.180021
H 1.284413 -1.665288 -2.253963
H -0.994815 -2.818599 -4.009921
H -0.227069 -1.207707 -4.143565
H 0.713338 -2.683739 -4.484551
C -2.337814 -2.147616 -1.836645
C -3.582540 -1.921840 -0.942505
H -2.368015 -3.132995 -2.326392
H -2.386042 -1.409902 -2.663460
H -3.987882 -0.904944 -1.107952
H -4.383180 -2.638269 -1.190217
H -3.372131 -2.047307 0.131724
C -2.556490 -0.414851 4.056023
N -1.612398 0.415348 3.291220
C -1.166637 1.621056 3.769179
C -0.330845 2.371056 3.016953
C -0.090613 2.001650 1.695315
N -0.792341 0.983842 1.153064
C -1.505523 0.152380 2.011296
O -2.238074 -0.712244 1.418687
N 0.845039 2.621893 0.934213
H -2.584528 -1.453857 3.684848
H -3.559523 0.043472 4.004719
H -2.252272 -0.407844 5.102638
H -1.571931 1.868996 4.724623
H 0.091328 3.291446 3.391143
H 1.364952 3.422612 1.304411
H 1.282381 2.107006 0.163199

Cartesian forces (eV/Å) of the 3 atoms listed first:
N 0.23 -0.26 0.18
C 0.26 -0.49 -0.14
C -0.31 0.15 -0.54

## Properties
Electronic energy in eV: -128884.928
Relative energy (zero: lowest compared OMol25 entry of this formula, charge and spin) in kcal per mole: 83.05
Kohn-Sham gap in Ha: 0.14410
Net charge: +2